1.
{"formula": "C3H8Br2N", "method": "ωB97M-V/def2-TZVPD", "species": ["C", "C", "C", "N", "Br", "Br", "H", "H", "H", "H", "H", "H", "H", "H"], "xyz": [[-0.03996, -1.16075, 0.52890], [-0.46245, 1.20566, -0.17531], [2.51818, 0.05924, -0.71683], [0.16272, -0.05014, -0.36271], [2.82248, 1.64462, 0.16913], [2.98976, -1.52432, 0.00783], [0.59769, -1.10896, 1.43689], [-0.99138, -1.06356, 0.94298], [0.00363, -2.10382, 0.10553], [-0.39438, 1.63528, 0.94007], [0.14621, 1.86588, -0.74736], [-1.48155, 1.21644, -0.50659], [2.23626, 0.02520, -1.72646], [-0.07904, -0.39428, -1.33145]], "forces_ev_per_a": [[1.518, 1.467, 2.173], [1.311, 2.061, 3.633], [1.589, 0.500, 0.501], [-3.896, -2.507, -1.287], [0.085, -0.036, -0.096], [0.822, -0.920, 0.289], [-0.117, 0.095, -0.682], [-2.125, 0.510, 0.651], [0.609, -1.555, -1.255], [-0.189, -1.413, -2.388], [-0.011, 0.998, -0.755], [-0.697, -0.235, -0.399], [-0.147, 0.402, -1.181], [1.247, 0.633, 0.796]], "lowdin_spin": [0.083, 0.077, 0.653, 0.690, 0.178, 0.170, 0.024, 0.033, 0.002, 0.003, 0.018, 0.035, 0.026, 0.007], "homo_lumo_gap_ev": [8.317, 6.230], "total_charge": 1, "lumo_ha": [-0.12747, -0.30634], "largest_force_ha_per_bohr": 0.094, "multiplicity": 3}

---

2.
{"formula": "C3H8BrClSi", "method": "ωB97M-V/def2-TZVPD", "species": ["C", "C", "C", "Si", "Cl", "Br", "H", "H", "H", "H", "H", "H", "H", "H"], "xyz": [[0.09975, -1.12087, 1.03953], [1.20300, -0.01275, -0.89131], [0.20906, 0.16832, 0.28302], [-1.39561, 0.92292, -0.37498], [0.97800, 1.58534, 1.20146], [-2.88072, 0.34965, 1.18185], [-0.50701, -1.17124, 2.02858], [-0.53276, -1.79066, 0.28592], [1.05635, -1.59402, 1.04052], [1.95901, 0.75383, -0.84531], [1.68604, -1.00743, -0.86620], [0.79264, 0.10018, -1.95619], [-0.95530, 2.75736, -0.63685], [-1.71245, 0.05937, -1.49004]], "forces_ev_per_a": [[-3.096, -1.509, -0.427], [-0.291, -0.458, -1.806], [0.862, 1.399, -0.712], [1.300, 2.299, 0.622], [-0.282, -0.470, 0.838], [-0.281, 0.541, -0.124], [1.417, 0.442, -1.694], [1.117, 1.064, 1.496], [0.660, -0.356, 0.725], [0.345, -0.007, 0.061], [-0.201, 0.480, 0.036], [0.027, -0.255, 1.473], [-1.189, -3.291, 0.284], [-0.388, 0.119, -0.771]], "mulliken_charge": [-1.301, -1.390, 0.904, 0.332, -0.244, -0.227, 0.280, 0.335, 0.404, 0.418, 0.287, 0.298, -0.017, -0.078], "homo_lumo_gap_ev": 10.455, "lumo_ha": 0.01186, "largest_force_ha_per_bohr": 0.068, "e_above_lowest_kcal_mol": 71.2, "multiplicity": 1}

---

3.
{"formula": "C3H8BrISi", "method": "ωB97M-V/def2-TZVPD", "species": ["C", "C", "C", "Si", "Br", "I", "H", "H", "H", "H", "H", "H", "H", "H"], "xyz": [[2.38783, 2.75779, -1.44699], [-0.82864, 0.95126, 1.54416], [-2.20065, 0.77264, -1.25928], [-1.64764, -0.14520, 0.24499], [-2.77697, 2.56194, -0.80577], [-0.21785, -1.99053, -0.52944], [1.45983, 2.60564, -1.99618], [3.18288, 2.06630, -1.32323], [2.68477, 3.70823, -1.67165], [-0.52193, 0.35623, 2.39642], [-0.00662, 1.49525, 1.22451], [-1.57282, 1.69777, 1.90171], [-2.91494, 0.18376, -1.92487], [-1.33744, 0.85830, -2.00086]], "forces_ev_per_a": [[-1.259, -0.855, -0.732], [-2.093, -0.527, 0.663], [0.702, -0.648, -2.845], [0.074, -0.273, 0.971], [-0.259, -0.113, -0.217], [0.011, 0.134, 0.019], [0.097, -0.911, 0.497], [0.079, -0.878, 0.214], [1.057, 2.631, 0.032], [-0.012, -0.221, 0.141], [1.732, 0.997, -0.939], [0.324, -0.560, -0.217], [0.294, 1.003, 1.269], [-0.747, 0.220, 1.143]], "mulliken_charge": [-0.889, -1.039, -0.541, 0.185, -0.158, -0.118, 0.259, 0.283, 0.348, 0.315, 0.363, 0.337, 0.376, 0.278], "homo_lumo_gap_ev": [7.476, 8.366], "lumo_ha": [-0.00621, -0.03566], "largest_force_ha_per_bohr": 0.058, "e_above_lowest_kcal_mol": 85.7, "multiplicity": 1}

---

4.
{"formula": "C3H8Cl2NP", "method": "ωB97M-V/def2-TZVPD", "species": ["C", "C", "C", "P", "N", "Cl", "Cl", "H", "H", "H", "H", "H", "H", "H", "H"], "xyz": [[-1.52123, -1.06183, 0.16360], [-0.16989, -0.91916, -0.61952], [0.60800, 0.18095, 0.27779], [2.29498, 0.39147, -0.53254], [0.09822, 1.48934, 0.54125], [-1.08403, 1.51987, 1.85212], [-0.57956, 2.05965, -0.87157], [-2.14390, -0.23234, 0.20120], [-2.08346, -1.84504, -0.41918], [-1.46372, -1.29941, 1.17060], [0.57918, -1.79766, -0.41468], [-0.30313, -0.60334, -1.56158], [1.00998, -0.34291, 1.20284], [1.92927, 1.34596, -1.45531], [2.82930, 1.11446, 0.46497]], "forces_ev_per_a": [[0.275, -2.727, -3.778], [1.293, -0.135, 7.739], [2.425, -2.500, -1.009], [-0.514, -2.026, -0.810], [0.113, -0.140, 1.432], [-0.025, 0.118, 0.112], [-1.017, 1.047, -1.294], [-0.813, 1.918, -0.717], [0.128, 0.485, 0.984], [0.746, -1.087, 1.833], [-1.905, 1.208, -1.088], [-0.222, 0.741, -3.506], [-1.255, 0.858, -0.578], [0.094, 0.837, -0.273], [0.676, 1.402, 0.953]], "mulliken_charge": [-1.323, -0.408, -0.632, 0.020, 0.000, -0.094, -0.028, 0.418, 0.315, 0.431, 0.328, 0.447, 0.484, 0.019, 0.025], "smiles": "CC[C@@H](P)N(Cl)Cl", "homo_lumo_gap_ev": 9.304, "lumo_ha": 0.00878, "largest_force_ha_per_bohr": 0.153, "e_above_lowest_kcal_mol": 89.0, "multiplicity": 1}

---

5.
{"formula": "C3H8ClISi", "method": "ωB97M-V/def2-TZVPD", "species": ["Cl", "Si", "I", "H", "H", "C", "C", "C", "H", "H", "H", "H", "H", "H"], "xyz": [[3.86017, 2.43895, -0.68622], [2.94657, 0.66619, -1.20221], [4.61232, -0.99197, -0.27564], [1.60571, 0.85265, -0.60368], [2.99758, 0.23111, -2.57901], [-2.20769, 0.81311, 0.09737], [-1.29993, -0.10718, 0.39379], [-1.69127, -1.41402, 0.98402], [-3.20638, 0.81288, 0.44010], [-1.88122, 1.75552, -0.27788], [-0.21838, 0.15533, 0.29141], [-1.13782, -2.23913, 0.65839], [-1.71778, -1.28031, 2.14331], [-2.66188, -1.69312, 0.61625]], "forces_ev_per_a": [[-0.132, 0.045, -0.453], [1.082, -0.178, 1.199], [-0.887, 0.349, -0.100], [0.220, -0.517, -0.137], [-0.234, 0.325, -0.540], [1.386, 0.504, 0.343], [0.500, 0.394, -0.160], [-0.821, 1.175, 2.207], [-1.164, -0.637, -0.124], [0.210, 0.622, -0.317], [-1.014, -0.482, -0.198], [1.584, -1.088, -0.005], [0.128, -0.756, -1.969], [-0.859, 0.244, 0.254]], "mulliken_charge": [-0.213, 0.490, -0.089, -0.117, -0.073, -0.729, 0.297, -1.100, 0.282, 0.275, 0.072, 0.365, 0.217, 0.321], "smiles": "Cl[SiH2]I.C=CC", "homo_lumo_gap_ev": 9.823, "lumo_ha": 0.00421, "largest_force_ha_per_bohr": 0.051, "e_above_lowest_kcal_mol": 42.4, "multiplicity": 1}

---

6.
{"formula": "C3H8ClN2", "method": "ωB97M-V/def2-TZVPD", "species": ["C", "C", "C", "N", "N", "Cl", "H", "H", "H", "H", "H", "H", "H", "H"], "xyz": [[0.03263, -0.48769, 1.89004], [-1.73643, 0.49488, 0.82851], [1.73365, 0.25411, -1.95647], [-0.43694, -0.05740, 0.75926], [0.64712, -0.29169, -1.64610], [1.65613, -1.27001, 1.79208], [-2.12957, 0.40542, -0.20754], [-2.23389, 0.03396, 1.74149], [-1.60035, 1.62259, 1.15129], [2.13197, 1.07591, -1.25441], [2.23705, 0.09899, -2.90455], [-0.52183, -0.72942, 2.74948], [0.02386, -0.18943, -0.64584], [0.19658, -0.96023, -2.29725]], "forces_ev_per_a": [[2.070, -1.250, -4.791], [-0.792, 2.305, 1.511], [0.727, 2.373, 1.175], [1.932, -0.935, 2.899], [-2.139, -1.329, -0.040], [-1.527, 0.946, 0.481], [-0.753, 0.152, 1.216], [-0.453, 0.475, -1.744], [-0.563, -1.954, -1.109], [-0.424, -1.575, -1.021], [-0.031, -0.266, 0.052], [-0.543, 0.299, 1.320], [1.775, 0.341, -0.171], [0.721, 0.418, 0.223]], "mulliken_charge": [0.032, -0.783, -0.124, -0.284, -0.160, -0.130, 0.299, 0.293, 0.292, 0.252, 0.288, 0.325, 0.441, 0.260], "homo_lumo_gap_ev": 10.228, "total_charge": 1, "lumo_ha": -0.15995, "largest_force_ha_per_bohr": 0.104, "e_above_lowest_kcal_mol": 44.3, "multiplicity": 1}

---

7.
{"formula": "C3H8ClN2", "method": "ωB97M-V/def2-TZVPD", "species": ["C", "C", "C", "N", "N", "Cl", "H", "H", "H", "H", "H", "H", "H", "H"], "xyz": [[2.16938, -0.29615, -0.01373], [-2.03969, 0.88072, 0.26621], [-0.93117, -0.02477, -0.28129], [0.20173, 0.77032, 0.05574], [1.92983, -1.51245, 0.11827], [3.38681, 0.74221, -0.06901], [-2.23396, 1.57345, -0.42282], [-2.84521, 0.30262, 0.49144], [-1.53751, 1.21189, 1.12886], [-0.73965, -0.95057, 0.28934], [-1.14052, -0.36538, -1.41017], [0.21072, 1.63300, -0.51910], [0.92257, -1.75738, -0.09637], [2.64668, -2.20749, 0.46262]], "forces_ev_per_a": [[-3.788, 3.307, -1.283], [2.894, -2.601, 1.078], [0.460, -2.009, -2.356], [2.426, -0.074, -0.307], [-0.058, -2.213, 0.566], [1.074, -0.048, 0.429], [-0.919, 3.023, -2.434], [-2.484, -1.445, 0.716], [-0.391, 1.226, 1.484], [-1.029, 0.091, 0.069], [0.715, 1.041, 2.154], [0.661, -0.601, -0.092], [1.555, -0.280, 0.615], [-1.117, 0.582, -0.641]], "mulliken_charge": [0.598, -1.385, -0.175, -0.416, -0.242, 0.016, 0.398, 0.389, 0.438, 0.323, 0.270, 0.238, 0.240, 0.307], "homo_lumo_gap_ev": [8.635, 8.662], "total_charge": 1, "lumo_ha": [-0.18606, -0.19854], "largest_force_ha_per_bohr": 0.101, "e_above_lowest_kcal_mol": 120.2, "multiplicity": 1}

---

8.
{"formula": "C3H8ClNO3S", "method": "ωB97M-V/def2-TZVPD", "species": ["C", "C", "C", "N", "O", "O", "O", "S", "Cl", "H", "H", "H", "H", "H", "H", "H", "H"], "xyz": [[-0.08014, 2.54017, 0.06748], [-0.74973, 1.19852, 0.09911], [-0.95752, 0.51767, -1.02859], [-1.07631, 0.72102, 1.34864], [1.31522, -2.09998, -1.40357], [0.24684, -3.39676, 0.42975], [2.21718, -1.93451, 0.87803], [0.73428, -2.06570, 0.17000], [-1.70676, -1.05857, -1.02318], [0.63910, 2.61052, 0.87933], [0.43684, 2.68749, -0.87559], [-0.81606, 3.33654, 0.18515], [0.69479, -2.51926, -2.00265], [-0.64270, 0.85169, -1.99788], [2.72034, -2.75143, 0.86730], [-1.25546, 1.41748, 2.05024], [-1.71993, -0.05490, 1.35643]], "forces_ev_per_a": [[-0.139, -0.092, -0.073], [0.039, -0.019, -0.034], [0.061, -0.179, -0.049], [-0.096, -0.045, -0.041], [0.511, 0.316, 0.985], [-0.178, -0.259, 0.030], [-0.951, 0.632, -0.385], [1.610, -0.038, -0.188], [-0.575, 0.289, -0.218], [0.110, 0.030, 0.056], [0.025, 0.049, -0.047], [-0.014, 0.041, 0.054], [-0.482, -0.219, 0.041], [0.059, 0.052, -0.099], [0.061, -0.577, -0.228], [-0.012, 0.020, 0.088], [-0.027, -0.001, 0.109]], "mulliken_charge": [-1.408, 0.794, -0.442, -0.460, -0.482, -0.579, -0.508, 0.836, -0.231, 0.355, 0.353, 0.339, 0.347, 0.327, 0.323, 0.232, 0.205], "homo_lumo_gap_ev": 9.223, "lumo_ha": 0.02826, "largest_force_ha_per_bohr": 0.032, "e_above_lowest_kcal_mol": 0.0, "multiplicity": 1}